No. 1
The molecule C3H7N3O2 in a non-equilibrium geometry, computed with the ωB97M-V functional and the def2-TZVPD basis.

Summary:
Maximum force in hartree/bohr: 0.0653
Relative energy (zero: lowest compared OMol25 entry of this formula, charge and spin) in kcal per mole: 53.2
Charge: 0
Highest occupied orbital energy in eV: -9.83
E in eV: -11789.008
HOMO-LUMO gap in eV: 10.38
SMILES string: CN(NC=O)C(N)=O

Cartesian coordinates (Å):
1 O -0.323 -2.002 0.479
2 O 3.309 -0.730 -0.122
3 N -0.040 0.196 0.115
4 N 1.264 -0.065 0.504
5 N -2.055 -0.871 -0.402
6 C -0.787 -0.972 0.122
7 C 2.149 -0.626 -0.404
8 C -0.293 1.635 0.127
9 H 1.324 -0.118 1.478
10 H -0.448 1.899 1.149
11 H -2.511 -0.011 -0.728
12 H -2.611 -1.553 0.013
13 H 1.649 -0.884 -1.411
14 H 0.540 2.212 -0.395
15 H -1.167 1.889 -0.525

Atom charges from the natural (NBO) analysis, given in e for atoms 1 to 8: O -0.619; O -0.569; N -0.332; N -0.471; N -0.849; C 0.774; C 0.543; C -0.406

=====

No. 2
A structure of composition C3H7N3O2 in a non-equilibrium geometry, computed with the ωB97M-V functional and the def2-TZVPD basis.

Summary:
Maximum force in hartree/bohr: 0.1199
Relative energy (zero: lowest compared OMol25 entry of this formula, charge and spin) in kcal per mole: 154.0
Charge: 0
Highest occupied orbital energy in eV: -8.76
E in eV: -11784.635
HOMO-LUMO gap in eV: 8.81

Cartesian coordinates (Å):
1 O 0.740 -0.332 -0.860
2 O 1.772 0.035 1.312
3 N -2.535 -0.983 0.206
4 N -1.215 -1.103 -0.051
5 N 2.986 -0.533 -0.372
6 C 1.801 -0.256 0.081
7 C -1.000 1.316 -0.219
8 C -0.546 -0.110 -0.307
9 H -1.341 1.440 0.913
10 H -1.830 1.702 -0.836
11 H 3.035 -1.211 -1.235
12 H 3.703 -0.427 0.307
13 H 0.011 1.849 -0.254
14 H -2.999 0.490 0.167
15 H -2.582 -1.876 1.149

Atom charges from the natural (NBO) analysis, given in e for atoms 1 to 8: O -0.518; O -0.668; N -0.611; N -0.251; N -0.815; C 0.867; C -0.745; C 0.472

=====

No. 3
A cluster of 2 separate species, C3H7N3O2 in total in a non-equilibrium geometry, computed with the ωB97M-V functional and the def2-TZVPD basis.

Summary:
Maximum force in hartree/bohr: 0.1495
Relative energy (zero: lowest compared OMol25 entry of this formula, charge and spin) in kcal per mole: 339.6
Charge: 0
Highest occupied orbital energy in eV: -8.73
E in eV: -11776.588
HOMO-LUMO gap in eV: 5.03

Cartesian coordinates (Å):
1 O -0.253 -0.897 -1.101
2 O 3.439 0.795 -0.061
3 N -3.158 -0.016 0.557
4 N 0.062 0.976 0.304
5 N 1.397 -0.893 1.019
6 C -2.365 -0.081 -0.597
7 C 1.140 0.280 0.374
8 C -0.829 -0.077 -0.256
9 H -2.461 0.930 -1.153
10 H -3.890 -0.631 0.439
11 H -2.566 -0.817 -1.341
12 H 2.081 0.686 -0.102
13 H 2.353 -0.997 1.220
14 H -0.749 -1.057 0.288
15 H 3.949 1.507 -0.339

Atom charges from the natural (NBO) analysis, given in e for atoms 1 to 8: O -0.477; O -0.889; N -0.405; N -0.318; N -0.615; C -0.317; C 0.337; C 0.185

=====

No. 4
The molecule C3H7N3O2 in a non-equilibrium geometry, computed with the ωB97M-V functional and the def2-TZVPD basis.

Summary:
Maximum force in hartree/bohr: 0.0854
Relative energy (zero: lowest compared OMol25 entry of this formula, charge and spin) in kcal per mole: 72.0
Charge: 0
Highest occupied orbital energy in eV: -8.72
E in eV: -11788.191
HOMO-LUMO gap in eV: 8.90
SMILES string: [H]/N=C(\C(=O)O)N(C)N

Cartesian coordinates (Å):
1 O 1.649 0.909 -2.222
2 O 1.017 2.072 -0.363
3 N -0.630 0.010 0.525
4 N 0.228 -1.404 -1.140
5 N 0.047 0.351 1.736
6 C -1.594 -0.968 0.907
7 C 0.123 -0.241 -0.668
8 C 0.975 1.030 -1.073
9 H -1.242 -2.025 0.861
10 H -1.895 -0.765 1.933
11 H 1.065 0.356 1.615
12 H 2.153 1.709 -2.270
13 H -2.428 -0.956 0.158
14 H -0.199 1.334 2.002
15 H 0.730 -1.413 -2.001

Atom charges from the natural (NBO) analysis, given in e for atoms 1 to 8: O -0.657; O -0.591; N -0.304; N -0.613; N -0.652; C -0.416; C 0.321; C 0.720